Molecular formula: C21H23N4S2Tc
Method: DFT, ωB97M-V with the def2-TZVPD basis set

Geometry as ORCA input:
```
! RIJCOSX wB97M-V def2-TZVPD def2/J DEFGRID3
* xyz 3 4
Tc -0.12211 0.30125 -0.71451
N 1.72183 3.13112 2.10509
C 1.26064 2.18557 1.32456
S 0.12398 2.54087 0.08318
N 1.72030 0.92929 1.61992
N 1.29790 -0.00656 0.79527
C 1.74512 -1.25724 1.03877
C 2.78845 -1.54295 1.97488
C 3.96000 -0.74458 2.01267
C 4.97418 -1.04825 2.88959
C 4.82518 -2.10912 3.78234
C 3.66476 -2.88756 3.78388
C 2.66766 -2.63209 2.87351
C 1.03568 -2.29684 0.28085
C 1.44517 -3.62122 0.27386
C 0.66417 -4.57730 -0.37026
C -0.49980 -4.16966 -0.98989
C -0.80395 -2.81338 -1.01382
N -0.05022 -1.88452 -0.42962
H 1.44930 4.09921 1.98711
H 2.36057 2.89856 2.85756
H 4.09038 0.05543 1.29737
H 5.88897 -0.47206 2.88353
H 5.61855 -2.33491 4.48328
H 3.54961 -3.68537 4.50450
H 1.75508 -3.21240 2.90116
H 2.36926 -3.90143 0.75595
H 0.96463 -5.61666 -0.37736
H -1.15831 -4.87440 -1.47892
H -1.68474 -2.46740 -1.53456
C 1.33069 0.21121 -2.96869
C 0.68527 1.43067 -2.75270
C -0.72560 1.48324 -2.71639
C -1.44886 0.31038 -2.95335
C -0.78692 -0.85955 -3.38462
C 0.59003 -0.92053 -3.36250
H 2.41263 0.17032 -2.95658
H 1.26365 2.32989 -2.59167
H -1.23922 2.42426 -2.56934
H -2.53130 0.34301 -2.94452
H -1.36718 -1.70869 -3.72049
H 1.10557 -1.82693 -3.65304
C -3.21582 1.51502 0.17117
S -1.98388 0.33971 0.76813
C -2.97810 -1.16586 0.80550
H -4.01352 1.53708 0.91253
H -3.61230 1.20541 -0.79275
H -2.75603 2.49797 0.11099
H -3.38927 -1.39816 -0.17402
H -3.78816 -0.96577 1.50621
H -2.37335 -1.98150 1.19037
*
```

Values from the calculation:
**HOMO energy (spin up / spin down)**: -17.6 / -17.9 eV
**E_LUMO (spin up / spin down)**: -10.4 / -12.2 eV
**ΔE to the lowest compared entry with this formula, charge and spin**: 0.148 eV

Molecular formula: C5H37NO15
Method: DFT, ωB97M-V with the def2-TZVPD basis set

Geometry as ORCA input:
```
! RIJCOSX wB97M-V def2-TZVPD def2/J DEFGRID3
* xyz 0 1
O -0.98070 -2.37011 -1.11797
C -0.68505 -1.19470 -0.96386
O -0.20625 -0.83204 0.23484
C -1.14113 -0.12676 -1.98722
C -0.49302 1.23974 -1.63549
C 1.03234 1.14495 -1.45339
C -0.98607 2.35807 -2.53045
N -0.74312 -0.53464 -3.31985
H -0.42795 -0.30397 2.29743
H -2.20984 0.07111 -1.95256
H -0.78702 1.48691 -0.60981
H 1.58328 1.87098 -2.04509
H 1.28393 1.15995 -0.39588
H 1.44700 0.17209 -1.76235
H -0.21235 2.68525 -3.24002
H -1.81430 2.13680 -3.20748
H -1.29531 3.28331 -2.05805
H 0.12837 -1.04194 -3.32817
H -1.43758 -1.15227 -3.71629
H -2.67651 1.23230 3.74843
H -2.10796 2.13515 2.81076
O -2.90436 2.08847 3.35893
H -0.18891 0.93566 3.12253
H 0.08313 -1.65054 0.67437
O -0.82198 0.55551 2.48450
H 2.62391 2.40147 2.99634
H 1.26255 2.57019 2.22665
O 1.88497 1.91467 2.61516
H 2.64780 -0.08924 0.54273
H 3.14440 1.27194 1.03628
O 3.32787 0.33269 1.07995
H -3.02596 -0.71128 0.32570
H -4.45093 -0.97225 -0.07984
O -3.79767 -0.26252 -0.04127
H -0.25516 2.32300 1.19544
H 0.35017 3.71299 0.56383
O -0.02570 3.25769 1.31871
H -0.60335 -3.80518 1.42779
H 0.76480 -3.27585 1.39894
O 0.08406 -3.52198 2.04666
H 0.19803 2.04519 4.82297
H 1.36308 1.18613 4.27676
O 0.54628 1.14744 4.80919
H -0.08391 -4.03269 -2.96633
H 0.54051 -2.84494 -2.31104
O 0.56210 -3.34506 -3.13918
H 4.07334 -2.43849 -2.41745
H 3.41177 -1.26279 -3.00157
O 3.62206 -1.63306 -2.13396
H 1.71125 -1.81987 3.04129
H 2.13971 -0.55191 2.12441
O 1.57252 -1.34197 2.22311
H 2.48564 -3.78045 -0.46561
H 2.24311 -2.34745 -0.81506
O 1.75929 -3.17603 -0.65508
H -4.66131 1.95958 -1.54665
H -4.49755 0.44494 -1.73847
O -4.35636 1.29582 -2.16831
*
```

Values from the calculation:
**HOMO energy**: -9.5 eV
**E_LUMO**: -0.1 eV
**ΔE to the lowest compared entry with this formula, charge and spin**: 4.018 eV

Molecular formula: C4H16NO3
Method: DFT, ωB97M-V with the def2-TZVPD basis set

Geometry as ORCA input:
```
! RIJCOSX wB97M-V def2-TZVPD def2/J DEFGRID3
* xyz 1 1
O 1.82302 -1.09402 -0.55239
C 0.65835 -1.94996 -0.30287
C -0.40293 -1.04629 0.04641
N -0.58067 -0.17714 -1.20750
C -0.07203 1.30368 -1.08232
C -1.81436 -1.54010 0.42562
H 2.62690 -1.54509 -0.88396
H 0.93837 -2.42406 0.70169
H 0.76832 -2.60844 -1.16122
H 0.03088 -0.19317 0.78935
H 0.06632 -0.52494 -2.01727
H -1.51053 -0.20670 -1.58036
H -0.55548 1.99412 -1.76052
H 1.00631 1.34630 -1.40460
H 0.19823 1.85495 -0.10890
H -2.44224 -0.71905 0.42904
H -2.09123 -2.51585 -0.06915
H -2.14534 -1.68920 1.47753
H 2.83124 2.72675 0.31799
H 2.10912 3.95071 -0.31674
O 2.11473 2.98247 -0.34351
H -2.52091 1.30922 2.52237
H -1.83105 0.47171 3.55304
O -1.89131 0.53764 2.57630
*
```

Values from the calculation:
**HOMO energy**: -14.4 eV
**E_LUMO**: -2.6 eV
**ΔE to the lowest compared entry with this formula, charge and spin**: 3.187 eV